The following is a quantum chemistry calculation of a structure of composition C41H55Cl3I2N8OPRe, from the OMol25 dataset.

Geometry as XYZ:
```
112
Properties=species:S:1:pos:R:3:forces:R:3:mulliken_charge:R:1
Re 0.154869 0.390122 -0.099827 0.17 -0.45 -0.80 2.7550
I -3.715645 -0.293815 6.642881 0.04 0.03 -0.03 0.1083
C -2.375992 -0.155963 5.051708 -0.01 -0.04 0.10 -0.5952
C -1.109614 -0.710726 5.162514 0.00 0.04 -0.06 -0.2404
C -0.250482 -0.651005 4.077520 0.27 -0.19 -0.10 -0.0496
I 1.609623 -1.593377 4.210179 -0.08 0.07 0.06 0.0578
C -0.607334 -0.030446 2.872631 0.15 -0.07 0.13 -0.7147
O 0.248512 -0.019142 1.844938 -0.15 -0.03 -0.23 0.2701
C -1.880698 0.537562 2.798096 -0.18 0.12 -0.15 0.4163
C -2.333635 1.210202 1.535047 -0.02 -0.02 0.01 -0.1649
N -1.996906 0.390964 0.330989 0.29 -0.05 0.15 -0.2797
C -2.603640 -0.958324 0.424184 0.10 0.08 0.01 -1.7372
C -1.647227 -2.063851 0.091394 0.00 0.14 -0.10 1.3899
C -2.081649 -3.378893 0.153858 -0.06 -0.12 0.01 -1.1327
C -1.205818 -4.400458 -0.149925 -0.01 0.00 0.03 -0.7206
C 0.090853 -4.070169 -0.520881 -0.02 -0.11 -0.08 -1.3952
C 0.445728 -2.743791 -0.563351 -0.11 0.10 0.01 -0.1309
N -0.396800 -1.739861 -0.257772 0.24 -0.26 0.20 0.3986
C -2.759805 0.452369 3.870769 0.00 0.06 -0.03 -0.6210
H -0.798403 -1.198294 6.076811 0.00 0.00 -0.05 0.4618
H -3.414426 1.357190 1.585134 -0.07 0.00 -0.06 0.6720
H -1.864274 2.182622 1.409021 0.12 -0.09 -0.04 -0.6588
H -2.378360 0.856331 -0.480808 -0.17 0.03 -0.06 -0.3539
H -2.939227 -1.118175 1.446523 -0.10 0.02 0.07 0.9282
H -3.479410 -1.026356 -0.221312 -0.05 0.00 -0.03 0.5747
H -3.102503 -3.585574 0.449978 0.02 0.00 -0.01 0.5861
H -1.523790 -5.433923 -0.098102 0.01 0.03 0.00 0.4542
H 0.818512 -4.827106 -0.780011 -0.03 0.02 0.03 0.5372
H 1.438943 -2.456149 -0.857063 -0.01 -0.02 0.09 0.1337
H -3.755880 0.869067 3.775569 0.04 0.01 0.00 0.4808
C 2.894190 -0.540115 0.927914 0.50 0.06 -0.07 -0.4075
N 2.476918 0.259853 -0.278472 -0.52 0.03 0.41 1.0602
C 3.213021 1.575227 -0.178624 0.24 -0.09 -0.14 -0.0401
N 4.653175 1.399999 -0.114483 -0.02 -0.08 -0.06 0.1741
C 4.978757 0.585106 1.064634 -0.15 -0.03 -0.15 -0.6493
N 4.330993 -0.730524 0.983685 0.02 0.02 -0.01 0.2070
C 4.777798 -1.400457 -0.237382 -0.11 0.17 -0.01 -0.7074
N 4.450124 -0.613437 -1.436133 0.07 0.04 0.03 0.1302
C 3.014506 -0.413463 -1.496385 0.20 0.03 0.09 0.1048
C 5.105186 0.696395 -1.314248 -0.17 -0.07 0.13 -0.8296
H 2.401267 -1.511694 0.903900 -0.06 0.03 -0.02 0.0174
H 2.562677 -0.002875 1.811364 -0.04 0.01 0.00 -0.1172
H 2.886490 2.089453 0.715435 -0.03 -0.01 0.10 -0.4580
H 2.965172 2.169177 -1.061037 -0.01 -0.04 0.03 -0.4041
H 4.637284 1.102426 1.962623 -0.02 -0.01 0.02 0.3565
H 6.058864 0.451707 1.120935 0.01 0.00 -0.01 0.3343
H 4.298329 -2.379628 -0.309641 0.00 0.00 0.01 0.3167
H 5.857287 -1.540005 -0.193255 0.02 -0.03 -0.02 0.3599
H 2.538506 -1.380438 -1.626590 -0.04 0.04 -0.03 0.0851
H 2.768385 0.203245 -2.355301 -0.01 0.01 0.03 -0.6541
H 4.864964 1.298287 -2.193212 0.02 0.00 -0.02 0.3867
H 6.184567 0.554093 -1.266987 0.01 -0.01 -0.01 0.3770
C -1.546603 -0.759685 -4.767969 -0.05 -0.03 0.04 -1.8806
C -1.963541 0.505103 -3.997460 0.09 -0.05 0.20 2.5580
C -2.795682 1.419654 -4.905090 -0.02 -0.08 -0.05 -1.9477
C -2.820204 -0.005828 -2.826606 -0.01 0.01 -0.11 -1.6493
P -0.437434 1.346984 -3.274012 -0.33 0.16 -0.37 -0.7243
N 0.030182 0.571096 -1.964887 0.32 0.24 0.80 0.0445
C -0.776304 3.103777 -2.710289 0.18 -0.15 0.16 2.6106
C -2.007961 3.107240 -1.798782 0.05 -0.01 -0.12 -1.6788
C 0.528525 3.496425 -1.925288 -0.29 0.00 0.20 -1.6286
C -1.011635 4.079175 -3.872036 0.06 -0.02 0.00 -1.4570
C 0.914593 1.323118 -4.597372 -0.09 -0.25 0.12 2.2955
C 2.086459 2.250266 -4.236497 -0.01 0.09 -0.15 -1.8512
C 1.471303 -0.125574 -4.641571 0.04 0.09 -0.12 -1.6084
C 0.417231 1.743318 -5.989721 0.05 0.02 -0.05 -1.8070
H -2.450957 -1.330929 -4.991365 0.01 0.03 0.01 0.6574
H -0.889869 -1.397162 -4.172859 -0.04 0.01 -0.03 0.1585
H -1.066354 -0.543736 -5.716257 0.01 -0.04 0.01 0.3362
H -3.489165 0.802192 -5.482854 -0.01 0.02 0.05 0.5113
H -2.186623 1.974213 -5.617318 -0.07 -0.04 0.00 0.3164
H -3.391669 2.131632 -4.333521 0.04 0.01 -0.02 0.3773
H -3.593870 -0.669000 -3.221556 0.00 0.05 0.00 0.6610
H -3.325260 0.797491 -2.292137 0.00 -0.01 0.02 0.2395
H -2.199060 -0.579200 -2.138255 -0.05 -0.04 -0.07 -0.0088
H -1.818287 2.535847 -0.890481 0.00 0.16 -0.06 -0.0443
H -2.888847 2.722796 -2.310313 -0.01 0.07 0.00 0.3685
H -2.232230 4.131411 -1.502546 0.02 -0.05 0.00 0.6538
H 1.262327 2.711569 -2.062181 0.08 0.10 -0.05 -1.9932
H 1.672463 3.990880 -0.287028 0.08 0.16 -0.05 1.2169
H 0.939019 4.397286 -2.377701 0.00 0.00 -0.05 1.2105
H -1.920014 3.841867 -4.423791 0.04 0.02 0.01 0.2618
H -0.177266 4.098456 -4.573183 -0.05 0.07 0.10 0.4452
H -1.125005 5.084468 -3.466143 0.00 -0.03 0.01 0.4291
H 2.577833 1.959883 -3.308327 0.00 0.06 -0.05 0.2926
H 1.799582 3.300201 -4.172946 0.05 -0.09 0.01 0.2114
H 2.825448 2.164024 -5.037213 -0.02 -0.03 0.03 0.7407
H 1.347121 -0.635434 -3.685696 0.00 -0.02 -0.07 0.2191
H 2.541306 -0.097273 -4.862928 -0.04 0.03 -0.01 0.4189
H 0.998574 -0.723369 -5.417253 0.02 0.03 0.03 0.4651
H 0.039163 2.765352 -6.008803 0.04 -0.07 -0.03 0.2928
H -0.353855 1.089624 -6.389646 0.05 0.04 0.01 0.3460
H 1.265560 1.700565 -6.678939 -0.03 -0.02 0.04 0.5475
C 1.013014 2.625986 1.609350 -0.54 -0.11 -0.78 -0.5582
C 1.528074 2.782144 2.685200 0.47 0.01 0.69 0.1419
C 2.349769 2.954782 3.859879 -0.10 0.05 -0.25 -0.0013
C 3.548296 3.670522 3.756306 0.10 -0.05 0.05 -0.1625
C 4.376213 3.821450 4.859971 -0.08 0.01 -0.05 -0.7696
C 4.017728 3.266660 6.082448 0.03 0.06 -0.02 -0.4596
C 2.825586 2.566655 6.195491 -0.08 -0.01 -0.01 -0.7517
C 1.994284 2.413125 5.094732 -0.05 0.03 0.08 -0.2837
H 3.824313 4.103947 2.801716 -0.01 -0.02 0.02 0.4657
H 5.300544 4.379005 4.766840 -0.04 -0.02 0.00 0.4091
H 4.657587 3.396528 6.946972 -0.02 -0.03 -0.05 0.3967
H 2.532605 2.151710 7.152436 0.00 -0.01 -0.05 0.4190
H 1.050510 1.891595 5.189802 0.00 -0.06 -0.01 0.5255
Cl -1.539365 4.571370 1.197597 -0.02 0.10 -0.07 -0.1079
C -0.108419 4.963400 0.226679 0.18 0.04 0.13 0.8744
Cl -0.589043 6.154684 -1.014439 0.01 -0.02 -0.03 -0.1269
Cl 1.033209 5.819474 1.299464 -0.03 0.00 -0.04 -0.1012
C 0.625709 3.694298 -0.401071 -0.14 -0.29 -0.02 -1.5637
N 0.459025 2.467361 0.382951 -0.09 0.48 0.64 0.9745
```
Forces are in eV/Å.

For the energy relative to the best compared isomer or geometry (same formula, charge and spin), the calculation gives 3.13 kcal/mol. As for the expectation value of S²: 0.76. The calculated total energy is -122559.6354 eV. As for the maximum force: 0.0186 Eh/bohr. As for the charge: +1. The spin multiplicity is 2.